Entry from the Open Molecules 2025 dataset: a 2-piece molecular cluster, C4H2Br2O overall (the ωB97M-V functional and the def2-TZVPD basis).

Geometry as XYZ:
```
9
Properties=species:S:1:pos:R:3:forces:R:3:lowdin_charge:R:1
C -0.089 -0.580 -1.335 -0.250 -0.691 -3.991 -0.0946
C -0.118 -0.162 -0.164 -0.785 1.500 5.587 -0.1317
C -1.098 -0.241 1.876 3.200 -0.207 -4.109 -0.7647
C 0.973 0.471 -0.993 -0.112 -1.865 1.350 -0.6887
O -2.212 -0.053 1.925 -2.476 0.438 0.511 0.0952
Br 0.211 -0.696 3.080 0.559 -0.148 0.729 0.8135
Br 0.849 2.368 -1.426 0.162 -0.661 -0.047 0.5822
H -0.503 -1.145 -2.177 0.355 0.336 0.565 0.1067
H 1.986 0.039 -0.785 -0.652 1.299 -0.594 0.0821
```
Forces are in eV/Å.

Its total charge is 0. The energy above the lowest of the compared OMol25 structures with the same formula, charge and spin is 248.9 kJ/mol. Its HOMO energy (spin up / spin down) is -0.3257 / -0.3257 Ha. For the LUMO energy (spin up / spin down), the calculation gives -0.735 / -0.736 eV.

Entry from the Open Molecules 2025 dataset: C4H2Br4OS as an isolated structure (the ωB97M-V functional and the def2-TZVPD basis).

Geometry as XYZ:
```
12
Properties=species:S:1:pos:R:3:forces:R:3:lowdin_charge:R:1
C -0.554 -0.775 -0.934 -0.531 1.294 -0.766 -0.7008
C -1.106 2.454 1.034 1.616 0.307 -0.754 -0.7275
C 0.361 -1.713 -1.133 -0.858 1.193 1.761 -1.2133
C 0.106 2.544 0.880 -1.903 -0.464 0.443 -0.7367
O 1.392 -0.826 1.284 -0.581 -1.102 0.867 -0.4879
S 1.564 -1.980 0.102 1.527 -0.986 -0.228 0.8492
Br -1.846 -0.340 -2.246 -0.138 -0.121 -0.054 0.6479
Br -2.924 2.425 0.883 0.778 -0.005 0.228 0.7337
Br 0.434 -2.903 -2.538 0.198 -0.276 -0.206 0.7619
Br 1.908 2.463 0.742 -0.483 0.158 0.041 0.7788
H -0.576 0.032 -0.177 0.422 -1.122 -0.151 0.0227
H 1.240 -1.380 2.105 -0.047 1.124 -1.181 0.0719
```
Forces are in eV/Å.

Its total charge is 0. Its HOMO energy is -0.3121 Ha. For the LUMO energy, the calculation gives 0.112 eV.

Entry from the Open Molecules 2025 dataset: C4H2BrNO in the gas phase (the ωB97M-V functional and the def2-TZVPD basis).

Geometry as XYZ:
```
9
Properties=species:S:1:pos:R:3:forces:R:3:lowdin_charge:R:1
C 0.697 -1.375 0.044 0.613 0.665 0.505 -0.3572
C 1.683 -0.476 -0.313 -2.893 -1.302 1.272 0.0813
C -1.251 1.727 0.187 0.059 2.075 -0.718 -0.3888
C -1.793 0.631 0.476 -0.386 -1.653 0.573 -0.5814
N -0.148 -2.132 0.446 0.868 0.557 -0.684 -0.0389
O -0.948 2.855 0.053 0.395 -0.374 0.046 0.1119
Br -2.190 -1.003 0.058 0.404 0.011 0.020 1.0742
H 1.942 0.328 0.357 0.224 -0.141 0.061 0.0617
H 2.007 -0.554 -1.307 0.715 0.162 -1.075 0.0372
```
Forces are in eV/Å.

Its total charge is 0. The energy above the lowest of the compared OMol25 structures with the same formula, charge and spin is 450.2 kJ/mol. Its HOMO energy (spin up / spin down) is -0.3138 / -0.3138 Ha. For the LUMO energy (spin up / spin down), the calculation gives -2.856 / -2.855 eV.

Entry from the Open Molecules 2025 dataset: an isolated ion of composition C4H2BrS2 and charge -1 (the ωB97M-V functional and the def2-TZVPD basis).

Geometry as XYZ:
```
9
Properties=species:S:1:pos:R:3:forces:R:3:lowdin_charge:R:1
S 2.590 -1.570 0.004 1.009 -0.940 -0.326 0.3403
C 1.083 -0.919 -0.158 -2.549 3.107 0.907 -1.2265
S -0.506 -1.785 -0.152 0.201 0.744 0.091 0.8343
C -1.476 -0.320 -0.003 2.774 -0.193 -0.240 -0.4804
C -0.703 0.800 0.042 1.630 -2.948 -0.449 -0.2758
C 0.711 0.470 -0.050 -0.839 -0.975 -0.447 -0.8567
Br 1.963 1.887 -0.087 0.181 -0.067 0.069 0.5949
H -2.470 -0.272 0.246 -2.303 -0.504 0.177 0.0079
H -1.192 1.709 0.159 -0.104 1.776 0.218 0.0621
```
Forces are in eV/Å.

Its total charge is -1. The structure (SMILES) is [S-]c1sccc1Br. Its HOMO energy is -0.1009 Ha. For the LUMO energy, the calculation gives 3.369 eV.

Entry from the Open Molecules 2025 dataset: C4H2CaLiO2 as an isolated structure (the ωB97M-V functional and the def2-TZVPD basis).

Geometry as XYZ:
```
10
Properties=species:S:1:pos:R:3:forces:R:3:lowdin_charge:R:1
O -1.183 1.260 -0.241 -0.493 0.281 -0.741 -0.0291
C -1.365 0.004 0.116 1.234 -0.767 2.179 -0.3054
C -1.081 -0.903 0.899 -0.739 0.246 -1.761 0.0852
C 1.830 0.915 0.916 0.492 0.765 -1.036 -0.2535
C 2.043 0.119 -0.039 -1.815 0.883 2.110 -0.6773
O 1.806 -0.932 -0.716 -0.433 -2.153 -1.903 -0.5256
Ca 0.166 -2.304 -1.263 1.289 0.924 0.144 0.9536
H -1.880 1.576 -0.835 -0.089 -0.165 0.048 0.1357
H -0.965 -1.928 1.216 -0.134 0.545 0.400 0.0314
Li 0.630 2.193 -0.054 0.687 -0.561 0.559 0.5849
```
Forces are in eV/Å.

Its total charge is 0. The energy above the lowest of the compared OMol25 structures with the same formula, charge and spin is 71.1 kJ/mol. As for the spin multiplicity: 2. Its HOMO energy (spin up / spin down) is -0.2021 / -0.2276 Ha. For the LUMO energy (spin up / spin down), the calculation gives -0.921 / -0.994 eV.

Entry from the Open Molecules 2025 dataset: a 2-piece molecular cluster, C4H2Cl2N2O2 overall (the ωB97M-V functional and the def2-TZVPD basis).

Geometry as XYZ:
```
12
Properties=species:S:1:pos:R:3:forces:R:3:lowdin_charge:R:1
C 0.863 0.242 -1.577 -0.764 -1.432 1.564 -0.1426
C 0.244 -1.304 -0.206 -6.432 -0.116 2.575 -0.0401
C 0.571 -0.614 3.257 -0.298 -3.497 2.135 -0.4950
C -0.517 0.671 -1.233 -1.655 -0.759 -0.981 -1.2061
N 1.232 -0.734 -0.819 4.280 2.273 -3.202 0.0355
N -0.864 -0.328 -0.287 4.934 -0.402 -0.824 -0.0193
O 0.620 -1.603 3.822 0.827 -2.319 0.988 0.2191
O 0.359 0.367 2.786 -0.520 5.795 -3.147 0.2354
Cl -0.430 2.361 -0.801 0.182 0.554 0.720 0.6742
Cl -1.730 0.622 -2.631 0.718 -0.315 0.412 0.5643
H 1.431 0.730 -2.289 1.327 0.956 -1.239 0.0999
H -1.777 -0.410 -0.023 -2.599 -0.739 0.999 0.0746
```
Forces are in eV/Å.

Its total charge is 0. The energy above the lowest of the compared OMol25 structures with the same formula, charge and spin is 65.5 kJ/mol. Its HOMO energy (spin up / spin down) is -0.3384 / -0.3384 Ha. For the LUMO energy (spin up / spin down), the calculation gives -1.702 / -1.702 eV.

Entry from the Open Molecules 2025 dataset: C4H2Cl4 in the gas phase (the ωB97M-V functional and the def2-TZVPD basis).

Geometry as XYZ:
```
10
Properties=species:S:1:pos:R:3:forces:R:3:lowdin_charge:R:1
C -0.184 0.226 -0.337 1.262 -1.400 -1.230 0.0829
C -1.458 0.114 -0.114 -2.404 -2.537 2.042 -0.3245
C -2.845 -0.714 0.025 2.804 -0.676 -1.610 -1.2100
Cl -3.285 -1.568 1.437 -0.112 -0.217 0.814 0.6500
Cl -3.253 -1.708 -1.388 -0.042 0.835 0.041 0.6063
C -2.738 0.778 0.038 0.112 1.273 -1.071 -1.2587
Cl -3.008 1.810 -1.374 -0.826 -0.064 -0.133 0.6455
Cl -3.325 1.484 1.508 0.213 0.641 0.316 0.6641
H 0.122 1.149 -0.681 0.551 2.557 0.060 0.0438
H 0.675 -0.445 -0.593 -1.558 -0.410 0.770 0.1006
```
Forces are in eV/Å.

Its total charge is 0. The energy above the lowest of the compared OMol25 structures with the same formula, charge and spin is 156.7 kJ/mol. The structure (SMILES) is C=C1C(Cl)(Cl)C1(Cl)Cl. Its HOMO energy is -0.3677 Ha. For the LUMO energy, the calculation gives -0.221 eV.

Entry from the Open Molecules 2025 dataset: an isolated ion of composition C4H2ClO2 and charge -1 (the ωB97M-V functional and the def2-TZVPD basis).

Geometry as XYZ:
```
9
Properties=species:S:1:pos:R:3:forces:R:3:lowdin_charge:R:1
O 2.069 -0.118 1.844 -0.919 -0.491 -0.298 0.0927
C 1.066 -0.516 1.352 1.852 0.964 0.629 -0.2451
C -0.005 -0.872 0.745 -1.240 -0.293 -0.759 -0.0425
C -0.713 -0.185 -0.466 0.297 -0.080 0.321 -0.6569
O -1.736 -0.758 -0.881 -0.301 -0.306 0.000 -0.1160
C -0.116 0.953 -0.903 0.310 0.398 -0.073 -0.6119
Cl -0.788 1.842 -2.246 -0.107 0.146 -0.228 0.4614
H -0.554 -1.739 1.052 0.015 -0.322 0.294 0.0972
H 0.777 1.392 -0.498 0.093 -0.016 0.114 0.0212
```
Forces are in eV/Å.

Its total charge is -1. The energy above the lowest of the compared OMol25 structures with the same formula, charge and spin is 103.5 kJ/mol. The structure (SMILES) is O=C=C/C([O-])=C/Cl. Its HOMO energy is -0.0999 Ha. For the LUMO energy, the calculation gives 3.754 eV.

Entry from the Open Molecules 2025 dataset: an isolated ion of composition C4H2ClO2 and charge -1 (the ωB97M-V functional and the def2-TZVPD basis).

Geometry as XYZ:
```
9
Properties=species:S:1:pos:R:3:forces:R:3:lowdin_charge:R:1
O 2.410 -1.794 -0.624 0.547 -0.891 -0.399 0.1119
C 1.947 -0.798 -0.238 1.228 -1.756 -0.566 -0.3300
C 1.374 0.237 0.161 -5.184 2.826 1.993 -0.0762
C -0.343 0.217 -0.017 0.732 -0.803 0.893 -0.1475
C -1.662 -0.209 0.339 3.463 -1.054 -0.533 -0.8277
O -2.216 -1.187 0.784 -0.182 0.517 0.220 -0.0907
Cl -2.740 1.138 -0.512 -0.873 0.113 0.113 0.3334
H 1.640 1.248 0.520 0.437 -1.290 -0.422 0.0897
H -0.410 1.148 -0.414 -0.168 2.338 -1.300 -0.0630
```
Forces are in eV/Å.

Its total charge is -1. The energy above the lowest of the compared OMol25 structures with the same formula, charge and spin is 234.5 kJ/mol. The structure (SMILES) is O=C=C/C=C(\[O-])Cl. Its HOMO energy is -0.1155 Ha. For the LUMO energy, the calculation gives 3.707 eV.

Entry from the Open Molecules 2025 dataset: an isolated ion of composition C4H2ClO2 and charge -1 (the ωB97M-V functional and the def2-TZVPD basis).

Geometry as XYZ:
```
9
Properties=species:S:1:pos:R:3:forces:R:3:lowdin_charge:R:1
O -1.363 -1.299 -1.311 -0.825 0.091 -0.101 0.0096
C -1.285 -0.422 -0.511 2.046 -0.854 0.269 -0.7671
Cl -2.623 0.909 -0.391 -0.344 -0.292 -0.235 0.4208
C -0.211 -0.014 0.343 1.203 0.847 0.858 -0.2166
C 1.353 -0.406 0.842 -2.497 -0.823 -0.846 0.0250
C 1.281 0.219 -0.307 0.099 -1.163 1.962 -0.5646
O 1.658 0.713 -1.316 0.797 1.201 -2.203 0.0221
H -0.426 0.916 0.787 -0.662 0.876 0.589 0.0307
H 1.617 -0.615 1.863 0.184 0.116 -0.291 0.0401
```
Forces are in eV/Å.

Its total charge is -1. The energy above the lowest of the compared OMol25 structures with the same formula, charge and spin is 201.0 kJ/mol. The structure (SMILES) is O=C(Cl)[C@H]1C=C1[O-]. Its HOMO energy is -0.1363 Ha. For the LUMO energy, the calculation gives 3.746 eV.

Number 10 is which compound? C4H2ClO2